Below is a cluster of 8 separate species, C63H151F2N4O8P3S2 in total in a non-equilibrium geometry, with properties calculated with the ωB97M-V functional and the def2-TZVPD basis.

The calculation puts the total energy at -145056.0246 eV. Its net charge is +4. The lowest unoccupied orbital energy comes out at -0.290 hartree. As for the HOMO energy: -14.9 eV.

Geometry (Å):
C: -20.43294 15.72883 -3.64009
C: -19.45963 15.15428 -4.63211
C: -20.22104 14.75412 -5.79387
O: -18.37943 16.01652 -4.89586
H: -21.32520 15.14735 -3.40803
H: -20.87825 16.65175 -4.01158
H: -19.94968 15.85014 -2.67064
H: -19.04865 14.26335 -4.15730
H: -19.57076 14.42296 -6.60354
H: -20.69014 15.65301 -6.19393
H: -20.85791 13.87782 -5.67304
C: -15.56836 13.22181 -2.82811
C: -15.59273 14.23976 -1.70485
C: -17.06281 14.74979 -1.45419
O: -16.90903 15.69630 -0.34729
C: -18.07730 16.32910 0.09804
N: -14.99340 13.57360 -0.48768
H: -15.16625 14.08205 0.36771
H: -15.33394 12.63742 -0.32126
H: -13.98919 13.49327 -0.55975
H: -16.01864 13.58892 -3.75038
H: -16.04577 12.26708 -2.60751
H: -14.56054 12.96768 -3.15646
H: -14.92370 15.06415 -1.95156
H: -17.72976 13.90078 -1.30425
H: -17.45335 15.25150 -2.33955
H: -17.93089 16.97210 0.96592
H: -18.63845 15.44889 0.41180
H: -18.60081 16.83818 -0.71120
C: -14.95608 17.38712 -4.38246
C: -15.88160 18.05119 -3.36275
C: -15.33018 19.28643 -2.75852
O: -14.07893 19.12968 -2.18208
C: -14.25544 19.13881 -0.74437
N: -17.12699 18.49952 -4.20306
H: -16.84226 19.15896 -4.91311
H: -17.69357 17.75255 -4.57874
H: -17.78224 19.02304 -3.64032
H: -14.06028 16.89377 -4.00531
H: -14.55178 17.97631 -5.20556
H: -15.38895 16.51255 -4.86812
H: -16.44601 17.42997 -2.66732
H: -16.07593 19.76321 -2.12241
H: -15.05371 20.03624 -3.49976
H: -13.64346 19.90214 -0.26384
H: -14.08207 18.15809 -0.30138
H: -15.25760 19.32760 -0.35947
C: -20.44654 22.23643 -5.55500
C: -19.39609 23.16905 -4.86129
C: -19.95588 23.88851 -3.66156
O: -18.84389 24.25376 -2.86190
C: -19.22664 24.96334 -1.64411
N: -18.17453 22.32225 -4.48054
H: -17.64915 21.95144 -5.25938
H: -17.43446 22.75542 -3.94691
H: -18.48388 21.53357 -3.93065
H: -20.83358 21.43693 -4.92326
H: -20.06101 21.73178 -6.44089
H: -21.23314 22.95785 -5.77615
H: -18.98355 23.80281 -5.64632
H: -20.56208 23.22530 -3.04449
H: -20.46309 24.77186 -4.04953
H: -18.27211 25.41218 -1.36932
H: -19.47781 24.30364 -0.81356
H: -20.04552 25.66113 -1.81913
C: -22.42628 10.33490 -9.44321
C: -22.38382 10.72979 -7.93189
C: -20.99741 10.86277 -7.30372
C: -20.63570 9.61395 -6.50615
P: -19.24482 9.65483 -5.40296
C: -17.77769 10.47591 -6.28250
C: -17.04256 11.70474 -5.61526
C: -16.02686 12.35281 -6.66652
C: -16.72173 13.20748 -7.72336
C: -19.68350 10.74665 -3.97725
C: -20.76544 10.16166 -2.97283
C: -21.33321 11.24834 -2.08636
C: -22.42586 12.08701 -2.70307
C: -18.70709 8.04927 -4.76474
C: -17.27569 8.06841 -4.10536
C: -16.98214 6.73541 -3.57814
C: -15.52845 6.63398 -3.03169
H: -22.06133 11.08727 -10.14239
H: -23.46957 10.16142 -9.70694
H: -21.92602 9.37256 -9.55154
H: -23.09117 10.06136 -7.44104
H: -22.71295 11.76348 -7.82572
H: -20.89721 11.76935 -6.70692
H: -20.24086 11.12066 -8.04482
H: -20.51424 8.70726 -7.09882
H: -21.48374 9.43926 -5.84402
H: -18.24509 10.79953 -7.21250
H: -17.02987 9.82147 -6.73037
H: -16.51110 11.39404 -4.71576
H: -17.73813 12.45810 -5.24550
H: -15.49907 11.63330 -7.29248
H: -15.25393 12.90950 -6.13663
H: -17.24712 14.06184 -7.29659
H: -17.48412 12.63221 -8.24866
H: -16.13288 13.71040 -8.49045
H: -19.98654 11.67760 -4.45642
H: -18.71062 10.98334 -3.54645
H: -20.33616 9.38369 -2.34148
H: -21.57124 9.75746 -3.58554
H: -20.56171 11.93491 -1.73777
H: -21.78515 10.78933 -1.20707
H: -22.08955 12.63390 -3.58393
H: -22.84269 12.87222 -2.07236
H: -23.29302 11.50670 -3.01828
H: -18.67425 7.44720 -5.67277
H: -19.44933 7.73932 -4.02914
H: -17.33444 8.72186 -3.23493
H: -16.48862 8.36532 -4.79851
H: -17.05015 5.96545 -4.34668
H: -17.62138 6.49394 -2.72892
H: -15.29110 7.31198 -2.21188
H: -14.84200 6.97590 -3.80628
H: -15.17958 5.62533 -2.81028
C: -20.44235 13.72047 -9.23263
C: -20.17724 15.05342 -9.96399
C: -19.59858 16.08782 -8.97814
C: -18.98490 17.27525 -9.69606
P: -18.12024 18.50679 -8.68479
C: -16.47264 17.87243 -8.31586
C: -15.83707 16.90586 -9.31789
C: -14.54799 16.22273 -8.78396
C: -13.45364 17.23448 -8.73276
C: -18.03476 20.11351 -9.56024
C: -17.16171 20.10016 -10.85624
C: -16.97917 21.57626 -11.27017
C: -15.96689 21.84582 -12.38040
C: -19.29682 18.90414 -7.23742
C: -20.70550 19.30941 -7.79966
C: -21.81128 18.99260 -6.78712
C: -23.30076 19.11946 -7.28253
H: -19.56279 13.29320 -8.75106
H: -20.86622 12.97507 -9.90554
H: -21.14525 13.82051 -8.40558
H: -21.10174 15.50752 -10.32063
H: -19.40004 14.97662 -10.72435
H: -18.85278 15.65754 -8.30976
H: -20.38794 16.47494 -8.33381
H: -19.76924 17.75218 -10.28382
H: -18.32408 16.87668 -10.46584
H: -16.42013 17.40306 -7.33349
H: -15.88191 18.77398 -8.15358
H: -15.62622 17.44438 -10.24181
H: -16.54431 16.11263 -9.56018
H: -14.25620 15.41704 -9.45762
H: -14.74014 15.67082 -7.86387
H: -13.23718 17.66513 -9.71040
H: -12.58784 16.82475 -8.21256
H: -13.78666 18.09728 -8.15590
H: -17.61614 20.74138 -8.77370
H: -19.09770 20.34973 -9.60982
H: -17.68120 19.62928 -11.69081
H: -16.22861 19.58256 -10.63370
H: -16.66748 22.17566 -10.41479
H: -17.90511 21.93901 -11.71644
H: -15.90444 22.92282 -12.53616
H: -16.22282 21.44360 -13.36062
H: -14.96295 21.46221 -12.19858
H: -18.84956 19.75517 -6.72380
H: -19.40498 17.98411 -6.66301
H: -21.07475 18.74746 -8.65755
H: -20.67501 20.36441 -8.07197
H: -21.59003 19.76656 -6.05218
H: -21.59814 18.14427 -6.13673
H: -23.48175 20.13515 -7.63426
H: -24.07614 18.81065 -6.58145
H: -23.36205 18.38440 -8.08505
C: -30.42743 13.55426 -4.67081
C: -29.84888 13.78388 -3.29755
C: -28.82956 14.90103 -3.47584
C: -27.86912 15.25065 -2.38812
P: -26.40338 16.30436 -2.78258
C: -25.23616 16.34609 -1.42149
C: -23.88182 17.07565 -1.53151
C: -22.98831 16.80207 -0.31055
C: -22.18682 15.49734 -0.33467
C: -25.52062 15.68065 -4.30512
C: -24.88577 14.32294 -4.06314
C: -24.57961 13.60821 -5.37701
C: -23.89166 14.46132 -6.46274
C: -26.82686 18.07335 -3.10384
C: -25.95879 18.93444 -4.04923
C: -26.49144 20.30936 -4.14424
C: -25.46484 21.30305 -4.69893
H: -29.72359 13.32047 -5.46959
H: -31.05367 14.42561 -4.86231
H: -31.11262 12.70662 -4.65972
H: -29.29398 12.91673 -2.93943
H: -30.54446 13.99505 -2.48535
H: -29.26526 15.88234 -3.66370
H: -28.24138 14.69920 -4.37106
H: -27.39320 14.34861 -2.00353
H: -28.40451 15.75869 -1.58602
H: -24.98055 15.30681 -1.21494
H: -25.82887 16.74863 -0.60006
H: -24.14163 18.13226 -1.59627
H: -23.44829 16.81612 -2.49732
H: -23.75368 16.74962 0.46377
H: -22.27968 17.58232 -0.03278
H: -22.71637 14.58477 -0.60837
H: -21.71850 15.31194 0.63197
H: -21.42963 15.61942 -1.10918
H: -24.78088 16.43172 -4.58221
H: -26.17880 15.65898 -5.17370
H: -25.68669 13.71839 -3.63752
H: -24.04730 14.37652 -3.36874
H: -25.43024 13.08278 -5.81112
H: -23.85520 12.81643 -5.18620
H: -24.47783 15.33336 -6.75264
H: -23.77999 13.87778 -7.37659
H: -22.88291 14.81004 -6.24155
H: -26.97854 18.52796 -2.12484
H: -27.80348 17.98108 -3.57901
H: -25.94534 18.51428 -5.05491
H: -24.93934 18.89077 -3.66594
H: -26.86045 20.57529 -3.15367
H: -27.47123 20.33719 -4.62104
H: -24.46906 21.21050 -4.26538
H: -25.81755 22.33192 -4.62739
H: -25.23622 21.05606 -5.73567
N: -18.78956 20.19617 -2.58225
S: -20.20239 19.53137 -2.46074
O: -21.38638 20.40165 -2.52286
O: -20.32792 18.25211 -1.64593
F: -20.10859 18.96787 -3.92645
S: -18.67053 20.62623 -1.00013
O: -17.80815 19.75403 -0.22645
O: -19.84628 21.30757 -0.34797
F: -17.65780 21.88120 -1.16448

Force components x, y, z for each atom (eV/Å):
-0.505 0.313 0.956
1.638 0.895 1.663
0.180 -0.691 -2.784
-0.315 0.470 -0.066
-0.011 -0.773 -0.259
0.445 0.397 0.086
0.055 0.592 -0.027
0.214 -0.854 0.300
0.424 0.058 -0.067
-0.706 -0.163 -0.083
-0.670 0.351 0.424
0.476 -0.298 -0.821
-1.408 -0.178 -0.879
1.874 1.174 1.225
1.856 -1.090 -1.451
-1.343 -1.341 0.057
-0.162 0.312 0.224
-0.360 0.724 0.428
-0.399 -0.498 -0.170
0.563 0.000 -0.252
-0.341 0.370 0.238
-0.253 0.095 0.358
0.286 0.036 0.294
-0.201 0.135 0.236
-0.187 -0.114 0.742
0.239 0.158 -0.374
0.492 -0.005 -0.330
-1.143 0.472 0.381
0.006 0.218 0.064
0.494 -1.758 -0.041
-1.564 -0.391 -2.407
0.603 1.783 -0.756
-0.811 -0.467 2.443
0.441 -0.388 1.037
1.372 1.124 0.591
0.305 -0.111 -0.528
-0.645 -2.269 -0.722
-0.228 0.325 0.908
0.116 0.565 0.853
-0.362 0.793 0.259
-0.896 0.127 -0.033
0.944 -0.565 0.338
0.112 -0.108 0.317
-0.798 0.056 -1.050
0.388 -0.226 -0.310
0.724 -0.126 -0.215
-0.380 0.371 -0.799
0.758 0.796 0.830
0.306 -1.615 -1.531
1.330 -0.078 0.708
-0.609 0.351 0.191
1.138 -0.397 -0.291
0.095 -0.100 -0.112
-0.405 -0.041 -0.839
-0.231 1.100 0.820
-0.290 -0.648 0.755
-0.047 0.324 0.437
0.028 0.491 -0.265
-0.317 -0.483 -0.437
-0.220 0.526 0.338
-0.668 -0.019 -0.318
-0.476 -0.021 0.234
-0.438 0.585 0.129
-0.277 -0.429 -0.304
0.278 0.166 -0.097
-0.343 -0.202 1.043
0.118 1.227 -1.396
0.865 -0.323 -0.146
-0.273 -0.443 0.178
2.124 1.520 0.936
-0.609 0.816 -0.040
0.424 -0.492 -1.256
-0.614 -0.091 -0.078
-1.034 0.935 0.262
-0.065 -0.832 -0.384
1.004 0.817 -1.140
-0.615 0.468 0.750
-0.554 0.514 -0.909
0.767 0.842 -0.405
-1.633 1.005 -0.370
1.826 -2.033 1.403
0.330 0.539 -0.859
0.335 -0.119 0.236
-0.010 -0.008 -0.047
0.200 0.101 -0.369
0.325 0.114 0.531
-0.912 -0.097 -0.217
-0.503 -0.087 0.690
-0.024 -0.597 -0.518
-0.184 0.046 -0.370
-0.120 -0.341 0.134
-0.260 0.530 0.014
-0.012 -0.681 0.754
0.234 -0.343 -0.176
-0.212 0.184 -0.362
0.119 -0.684 0.659
-0.090 0.121 0.076
-0.268 0.004 0.509
0.053 -0.139 -0.099
0.685 -0.633 0.041
-0.395 0.175 0.127
-0.067 -0.093 0.535
0.077 -0.119 -0.284
-0.095 -0.325 0.166
0.289 -0.157 0.132
0.269 -0.145 0.165
0.215 -0.022 -0.275
0.317 -0.171 0.464
0.043 -0.311 -0.021
-0.225 -0.617 0.251
-0.052 -0.440 -0.249
0.309 0.555 -0.139
-0.188 0.321 -0.066
-0.373 -0.053 0.005
-0.431 -0.190 -0.279
-0.420 -0.178 0.367
0.072 -0.026 -0.340
-0.450 0.029 0.267
-0.279 0.064 -0.335
0.632 0.317 1.637
-0.047 0.235 0.651
-0.223 -0.053 -0.851
-1.687 -0.042 -0.112
0.425 0.172 1.020
0.001 -0.713 -0.066
-0.905 0.006 -1.004
0.314 0.566 0.950
0.439 -1.747 0.269
-1.065 1.334 0.545
0.768 -0.320 -0.872
0.474 -0.072 -0.434
0.099 -0.657 -2.076
-0.305 -1.082 -0.104
-0.343 2.002 1.834
1.793 -0.783 -0.202
0.324 0.149 -0.333
0.114 0.015 -0.065
-0.262 0.359 -0.057
0.057 -0.372 -0.571
-0.472 -0.448 -0.471
0.064 -0.276 0.045
-0.146 -0.181 0.213
-0.035 0.436 0.078
0.439 0.289 0.028
-0.588 -0.245 0.222
0.311 0.183 -0.328
0.128 -0.152 -0.128
-0.179 0.061 -0.010
-0.146 0.061 -0.373
-0.070 0.452 0.445
0.350 -0.449 -0.080
0.284 0.243 -0.420
0.108 0.125 0.340
0.244 0.444 -0.163
0.072 0.404 -0.694
0.051 -0.472 0.216
0.130 0.146 -0.200
-0.320 0.072 0.139
-0.369 0.090 0.694
0.157 0.003 0.090
-0.427 -0.207 0.100
0.055 0.097 0.369
-0.029 -0.227 0.453
0.392 0.109 0.534
0.954 -0.044 -0.647
-0.347 -0.009 -0.006
-0.717 0.305 0.507
-0.108 -0.759 -0.721
-0.163 -0.186 -0.133
0.374 0.252 0.386
-0.371 0.288 -0.472
-1.669 -0.526 0.462
1.660 -0.021 0.367
0.515 1.511 -0.997
1.228 -0.122 1.241
0.604 1.060 -1.898
0.342 -1.000 0.415
-0.422 0.742 -0.811
-0.959 -0.816 0.337
0.111 0.218 -0.554
-0.152 0.648 0.723
-1.216 -0.431 -0.547
1.762 0.042 -0.671
-0.334 0.055 -0.359
-0.722 -1.019 -0.658
0.328 -1.796 0.360
-0.428 1.301 1.031
-0.225 -0.301 -0.435
0.234 0.456 0.203
0.150 0.009 -0.707
-0.102 -0.027 0.068
0.067 -0.302 -0.070
-0.382 0.177 -0.390
-0.853 -0.165 -0.545
-0.056 -0.274 -0.233
0.022 -0.134 0.457
0.204 -0.080 0.384
-0.352 -0.284 0.351
0.072 -0.130 0.332
0.395 0.235 0.070
0.450 -0.062 -0.017
0.362 0.055 0.673
-0.346 0.305 -0.457
-0.476 0.086 0.095
0.071 0.081 -0.061
0.304 -0.096 0.195
0.134 0.161 0.255
-0.429 -0.099 0.204
0.222 -0.286 0.621
0.067 0.005 -0.137
-0.315 0.371 0.168
-0.086 -0.277 0.302
-0.094 0.078 0.022
-0.119 -0.148 -0.051
-0.097 -0.026 0.506
0.054 0.168 0.012
-0.392 0.237 0.125
0.074 -0.398 -0.018
0.221 0.374 -0.106
0.646 0.520 0.465
0.247 -0.088 -0.930
-0.180 0.042 0.746
0.125 -0.083 -0.091
-0.436 0.194 -0.351
0.111 1.048 2.541
-6.606 -4.410 -0.184
2.678 -1.414 0.174
1.027 4.465 -2.002
-0.056 -0.361 -1.093
1.681 4.226 5.444
-1.671 0.143 -1.367
3.215 -2.877 -2.697
-0.640 -0.624 -0.891